Below is a single C4H6N2O2 molecule in a non-equilibrium geometry, with properties calculated with the ωB97M-V functional and the def2-TZVPD basis.

Atoms and positions in Å:
1 C 1.989 1.774 0.448
2 N 0.943 1.080 0.420
3 O 0.954 0.025 -0.469
4 C -0.163 -0.779 -0.569
5 C -0.099 -1.753 -1.476
6 C -1.420 -0.648 0.248
7 N -1.496 0.371 1.124
8 O -2.323 -1.447 0.098
9 H 2.861 1.611 -0.183
10 H 1.986 2.600 1.135
11 H 0.769 -1.896 -2.093
12 H -0.940 -2.409 -1.593
13 H -2.338 0.455 1.668
14 H -0.725 1.015 1.244

Summary:
* LUMO level: 0.9 eV
* energy: -11318.1113 eV
* HOMO: -9.19 eV
* structure (SMILES): C=NOC(=C)C(N)=O

Atomic partial charges in e from the Löwdin method, atoms 1 to 5:
1. C 0.0186
2. N -0.0407
3. O -0.0480
4. C -0.2411
5. C 0.1165